Record 1
This record from OMol25 describes a structure of composition C4H8NO4Sn. The level of theory is ωB97M-V/def2-TZVPD.

The geometry in ORCA input format:
```
! wB97M-V def2-TZVPD RIJCOSX def2/J DEFGRID3
* xyz 1 1
H -1.62 2.12 0.11
H 0.86 -1.33 -2.84
H -0.83 -1.36 -3.27
O 1.59 -1.05 2.35
O 1.26 1.16 2.77
C -0.07 -0.78 -2.75
H 0.49 0.58 2.89
Sn -0.58 -2.91 1.98
O -0.72 -1.51 -0.59
H -2.20 0.50 0.52
N -0.62 0.74 -0.91
H -0.63 1.22 1.17
C -0.51 -0.54 -1.32
C -1.31 1.09 0.33
O 3.23 0.36 2.06
H 0.06 0.19 -3.23
H -0.46 1.39 -1.66
C 2.08 0.13 2.41
*
```

Calculated values
Energy above the lowest of the compared OMol25 structures with the same formula, charge and spin = 0.5 kJ/mol
Highest occupied orbital energy = -0.4509 Ha

Record 2
This record from OMol25 describes the molecule C4H8NO5P. The level of theory is ωB97M-V/def2-TZVPD.

The geometry in ORCA input format:
```
! wB97M-V def2-TZVPD RIJCOSX def2/J DEFGRID3
* xyz 0 1
H 1.19 -1.82 0.30
H 0.08 1.00 1.02
O -1.11 1.95 -2.15
H -1.36 -2.32 -0.25
O -0.63 -1.50 2.99
O 1.21 2.00 -2.96
C 0.80 0.37 -0.93
H -1.49 -1.76 3.25
H 1.55 -1.07 1.87
P 0.39 1.87 -1.74
C 0.80 -1.14 1.04
N -0.44 -1.65 1.63
C -1.45 -2.17 0.81
H 1.53 3.31 -1.36
H -1.08 2.62 -2.84
O 0.70 3.13 -0.90
H 1.20 -0.37 -1.58
C 0.52 0.20 0.43
O -2.41 -2.66 1.38
*
```

Calculated values
SMILES = O=CN(O)C/C=C/P(=O)(O)O
Highest occupied orbital energy = -0.3405 Ha

Record 3
This record from OMol25 describes the molecule C4H8NOP. The level of theory is ωB97M-V/def2-TZVPD.

The geometry in ORCA input format:
```
! wB97M-V def2-TZVPD RIJCOSX def2/J DEFGRID3
* xyz 0 1
C 0.77 -0.28 1.03
H -0.85 -0.48 -2.07
C -0.70 -1.08 -1.03
H -2.36 0.91 -0.82
H 1.08 -1.37 0.97
P -1.48 1.40 0.23
H -1.75 -1.42 -0.64
H 0.31 -0.04 1.90
H -2.30 0.53 1.03
C 1.98 0.64 0.73
N 1.85 1.25 -0.37
C -0.16 0.10 -0.10
H 2.92 0.75 1.25
H 0.02 -1.88 -1.13
O 0.68 0.98 -0.97
*
```

Calculated values
SMILES = C[C@@]1(P)CC=NO1
Energy above the lowest of the compared OMol25 structures with the same formula, charge and spin = 331.5 kJ/mol
Highest occupied orbital energy = -0.3411 Ha

Record 4
This record from OMol25 describes the molecule C4H8NOP. The level of theory is ωB97M-V/def2-TZVPD.

The geometry in ORCA input format:
```
! wB97M-V def2-TZVPD RIJCOSX def2/J DEFGRID3
* xyz 0 1
C 1.67 -1.16 -0.28
O 1.63 2.41 0.35
C 0.49 -0.20 -0.54
C 0.44 2.20 0.68
H -0.21 2.85 1.18
H 0.42 0.18 -1.55
N -1.91 1.52 -1.24
H -1.89 2.06 1.38
H -2.60 0.37 1.05
P -1.83 1.26 0.33
H 2.16 -1.30 -1.23
H -0.40 -0.88 -0.54
C -0.06 0.95 0.21
H 1.56 -2.22 0.03
H 2.44 -0.71 0.26
*
```

Calculated values
Energy above the lowest of the compared OMol25 structures with the same formula, charge and spin = 666.1 kJ/mol
Highest occupied orbital energy (alpha / beta) = -0.3459 / -0.3338 Ha

Record 5
This record from OMol25 describes the ion C4H8NOS with charge -1. The level of theory is ωB97M-V/def2-TZVPD.

The geometry in ORCA input format:
```
! wB97M-V def2-TZVPD RIJCOSX def2/J DEFGRID3
* xyz -1 1
S 1.77 1.23 0.95
C 0.07 0.55 1.39
H 0.88 -1.72 0.53
H 0.13 -2.01 -1.06
H -0.94 -1.96 0.41
C -0.04 -1.57 -0.06
O -2.08 -0.37 -1.50
N -1.50 0.31 -0.49
C -0.19 -0.03 -0.02
C 1.09 0.80 -0.67
H -1.55 1.41 -0.58
H 1.82 0.36 -1.38
H 0.21 -0.18 2.20
H -0.54 1.50 1.63
H 0.86 1.67 -1.38
*
```

Calculated values
SMILES = CC1(N[O-])CSC1
Energy above the lowest of the compared OMol25 structures with the same formula, charge and spin = 446.3 kJ/mol
Highest occupied orbital energy = -0.0463 Ha

Record 6
This record from OMol25 describes a structure of composition C4H8NOS. The level of theory is ωB97M-V/def2-TZVPD.

The geometry in ORCA input format:
```
! wB97M-V def2-TZVPD RIJCOSX def2/J DEFGRID3
* xyz 1 3
H 1.46 -0.42 -0.85
N -1.00 1.23 -0.18
C -0.30 2.42 -0.19
H -2.73 -1.90 0.32
H 2.63 -1.73 -0.31
O -0.50 -1.41 0.43
H 2.03 -0.47 0.81
H 0.78 -2.95 0.46
C 1.87 -1.06 -0.07
C 0.66 -1.82 0.29
C -1.47 0.17 -0.04
H -1.00 3.16 0.22
H -0.12 2.90 -1.12
H 0.73 2.39 0.31
S -3.06 -0.52 -0.09
*
```

Calculated values
Energy above the lowest of the compared OMol25 structures with the same formula, charge and spin = 303.8 kJ/mol
Highest occupied orbital energy (alpha / beta) = -0.3700 / -0.5149 Ha

Record 7
This record from OMol25 describes the molecule C4H8NPS. The level of theory is ωB97M-V/def2-TZVPD.

The geometry in ORCA input format:
```
! wB97M-V def2-TZVPD RIJCOSX def2/J DEFGRID3
* xyz 0 1
P -1.17 0.49 -2.08
H -0.61 -0.48 2.21
S -1.75 1.56 1.72
C -0.21 -0.48 -0.84
C -0.59 0.46 1.50
N -0.14 -1.71 -0.59
H 2.37 -0.30 -0.28
H 0.46 1.47 -0.47
H 1.78 -0.73 1.33
H 2.42 0.70 1.21
C 1.81 -0.04 0.57
H -0.64 -2.20 -1.34
H -2.26 -0.35 -2.09
C 0.48 0.48 0.15
H -1.95 1.12 -1.00
*
```

Calculated values
SMILES = [H]/N=C(\P)[C@H](C)C=S
Energy above the lowest of the compared OMol25 structures with the same formula, charge and spin = 254.6 kJ/mol
Highest occupied orbital energy = -0.3200 Ha

Record 8
This record from OMol25 describes the ion C4H8NS with charge +1. The level of theory is ωB97M-V/def2-TZVPD.

The geometry in ORCA input format:
```
! wB97M-V def2-TZVPD RIJCOSX def2/J DEFGRID3
* xyz 1 1
H 0.71 2.14 -0.01
H 2.05 1.62 0.63
C -2.07 -0.58 -0.01
C 0.59 -1.28 -0.04
N 1.34 1.25 -0.02
H -0.50 0.16 -1.49
C -0.55 -0.41 -0.57
H -2.48 -1.67 0.03
S -2.93 0.81 0.30
H 0.12 0.36 1.46
C 0.39 0.15 0.41
H 0.14 -1.89 0.77
H 1.76 1.16 -0.96
H 1.43 -1.82 -0.50
*
```

Calculated values
SMILES = [NH3+][C@@H]1C[C@H]1C=S
Energy above the lowest of the compared OMol25 structures with the same formula, charge and spin = 183.2 kJ/mol
Highest occupied orbital energy = -0.4656 Ha

Record 9
This record from OMol25 describes the ion C4H8NS with charge +1. The level of theory is ωB97M-V/def2-TZVPD.

The geometry in ORCA input format:
```
! wB97M-V def2-TZVPD RIJCOSX def2/J DEFGRID3
* xyz 1 1
H -1.25 -1.93 1.03
H -0.34 -0.96 -1.16
C -1.64 -1.00 0.48
C 2.13 0.64 0.08
H -2.47 -1.40 -0.17
C 1.05 1.42 -0.47
H -0.92 1.39 0.50
H 1.41 1.65 -1.51
C -0.26 0.84 -0.23
H -2.01 -0.25 1.12
S 2.37 -0.84 0.55
H 1.26 -1.49 0.07
N -0.51 -0.48 -0.34
H 1.18 2.41 0.05
*
```

Calculated values
Energy above the lowest of the compared OMol25 structures with the same formula, charge and spin = 329.0 kJ/mol
Highest occupied orbital energy (alpha / beta) = -0.4720 / -0.4719 Ha

Record 10
This record from OMol25 describes a cluster of 2 separate species, C4H8NS in total. The level of theory is ωB97M-V/def2-TZVPD.

The geometry in ORCA input format:
```
! wB97M-V def2-TZVPD RIJCOSX def2/J DEFGRID3
* xyz 1 3
H 1.24 1.39 -1.26
H -3.62 -1.15 0.82
H 2.55 1.36 0.92
S 3.38 -0.48 -0.21
C -3.41 -0.43 0.10
H 4.25 0.44 -0.18
H -3.54 0.54 0.36
C 0.98 0.67 -0.46
H -1.00 -1.60 -0.58
H 1.81 0.04 1.50
C -1.16 -0.64 -0.23
N -0.06 -0.10 -0.46
C 2.13 0.48 0.58
H -3.55 -0.52 -0.91
*
```

Calculated values
Energy above the lowest of the compared OMol25 structures with the same formula, charge and spin = 381.7 kJ/mol
Highest occupied orbital energy (alpha / beta) = -0.4308 / -0.5013 Ha

Record 11
This record from OMol25 describes a structure of composition C4H8NS2. The level of theory is ωB97M-V/def2-TZVPD.

The geometry in ORCA input format:
```
! wB97M-V def2-TZVPD RIJCOSX def2/J DEFGRID3
* xyz 1 1
H -0.86 -2.28 -1.03
N 0.20 0.25 1.28
H 0.04 1.15 1.68
C 1.46 -0.05 -0.68
S -1.50 -1.71 0.01
C 1.53 0.15 0.62
H 0.21 -0.39 2.04
H -2.80 0.42 1.18
S -2.21 1.06 0.12
H 2.26 -0.16 -1.28
H -0.02 -0.23 -2.26
H -0.02 1.35 -1.32
C -0.87 -0.04 -0.21
H 2.53 0.14 1.08
C 0.07 0.32 -1.24
*
```

Calculated values
Energy above the lowest of the compared OMol25 structures with the same formula, charge and spin = 156.5 kJ/mol
Highest occupied orbital energy = -0.5050 Ha

Record 12
This record from OMol25 describes a cluster of 2 separate species, C4H8O in total. The level of theory is ωB97M-V/def2-TZVPD.

The geometry in ORCA input format:
```
! wB97M-V def2-TZVPD RIJCOSX def2/J DEFGRID3
* xyz 0 1
H -0.61 -1.48 -0.78
C 0.42 1.26 -0.41
H -0.86 -0.96 2.06
H -1.43 -1.44 -2.06
C -1.03 -0.23 1.28
H 0.28 0.95 -1.44
O -0.55 -1.66 -1.73
C -0.03 0.34 0.63
H -2.06 0.03 1.06
C 1.42 0.46 0.42
H 1.94 -0.36 -0.07
H 2.01 0.99 1.17
H 0.35 2.33 -0.23
*
```

Calculated values
SMILES = C=C1CC1.O
Energy above the lowest of the compared OMol25 structures with the same formula, charge and spin = 185.9 kJ/mol
Highest occupied orbital energy = -0.3679 Ha

Record 13
This record from OMol25 describes a cluster of 3 separate species, C4H8O in total. The level of theory is ωB97M-V/def2-TZVPD.

The geometry in ORCA input format:
```
! wB97M-V def2-TZVPD RIJCOSX def2/J DEFGRID3
* xyz 0 1
H -0.82 1.58 1.42
H 1.92 -0.22 0.71
H -1.95 0.15 0.98
H -1.14 1.29 -1.10
O -0.36 -0.26 2.15
H -0.14 -1.55 -0.20
C -0.38 0.52 -1.09
C -0.08 -0.95 -1.12
H 1.52 -0.30 1.33
H -0.28 -1.50 -2.04
C -1.04 0.50 1.51
C 0.87 0.21 -1.20
H 1.89 0.51 -1.36
*
```

Calculated values
SMILES = C1=CC1.[H][H].C=O
Energy above the lowest of the compared OMol25 structures with the same formula, charge and spin = 465.8 kJ/mol
Highest occupied orbital energy = -0.3549 Ha

Record 14
This record from OMol25 describes a cluster of 2 separate species, C4H8O in total. The level of theory is ωB97M-V/def2-TZVPD.

The geometry in ORCA input format:
```
! wB97M-V def2-TZVPD RIJCOSX def2/J DEFGRID3
* xyz 0 1
H 1.77 -0.79 -2.90
C 1.56 -0.99 -1.87
H -1.89 -1.77 -1.75
H 2.25 -1.64 -1.36
H 0.72 1.05 2.61
C 0.25 -1.79 -1.65
H 0.36 -2.78 -1.28
H 0.27 2.34 3.74
H 1.38 -0.01 -1.35
H -1.24 -0.15 -1.94
O -1.11 2.04 2.33
C 0.09 1.87 2.78
C -1.02 -1.19 -1.65
*
```

Calculated values
SMILES = C=CC.C=O
Energy above the lowest of the compared OMol25 structures with the same formula, charge and spin = 288.2 kJ/mol
Highest occupied orbital energy = -0.3393 Ha

Record 15
This record from OMol25 describes the molecule C4H8O. The level of theory is ωB97M-V/def2-TZVPD.

The geometry in ORCA input format:
```
! wB97M-V def2-TZVPD RIJCOSX def2/J DEFGRID3
* xyz 0 1
H -0.21 1.64 -0.91
C 0.76 -0.23 -0.40
O 1.94 0.53 -0.36
H 0.91 -1.18 -0.94
C 0.01 -0.44 0.94
H 0.39 0.23 1.71
H -0.80 0.30 -1.93
H -1.99 -0.70 0.01
C -0.44 0.57 -0.93
H -1.82 0.87 0.82
H 2.62 0.01 0.09
C -1.28 0.09 0.27
H -0.02 -1.46 1.34
*
```

Calculated values
SMILES = OC1CCC1
Energy above the lowest of the compared OMol25 structures with the same formula, charge and spin = 86.4 kJ/mol
Highest occupied orbital energy = -0.3654 Ha

Record 16
This record from OMol25 describes the molecule C4H8O. The level of theory is ωB97M-V/def2-TZVPD.

The geometry in ORCA input format:
```
! wB97M-V def2-TZVPD RIJCOSX def2/J DEFGRID3
* xyz 0 1
H -2.02 -1.32 -0.84
H -2.93 0.73 0.02
H 0.71 1.04 -0.96
H 1.67 -1.31 0.71
H 2.28 1.16 0.12
H 0.46 -0.15 1.49
C -1.38 -0.62 -0.24
H 2.06 -0.09 -1.17
C -1.87 0.58 0.16
O -0.15 -1.24 -0.14
C 0.85 -0.56 0.57
C 1.53 0.46 -0.34
H -1.23 1.32 0.64
*
```

Calculated values
SMILES = C=COCC
Energy above the lowest of the compared OMol25 structures with the same formula, charge and spin = 146.6 kJ/mol
Highest occupied orbital energy = -0.3298 Ha

Record 17
This record from OMol25 describes a structure of composition C4H8O. The level of theory is ωB97M-V/def2-TZVPD.

The geometry in ORCA input format:
```
! wB97M-V def2-TZVPD RIJCOSX def2/J DEFGRID3
* xyz 0 1
O -1.74 -0.04 0.83
H -2.34 0.24 -1.21
H -0.75 0.85 -2.08
H 1.29 -1.52 -0.19
H -1.28 -0.70 -2.17
C 1.54 0.14 1.23
C -0.67 -0.21 -0.16
H -0.77 0.65 0.86
H 1.37 1.22 0.87
C 0.66 -0.59 0.22
H 2.61 -0.05 0.92
H 1.37 -0.13 2.32
C -1.31 0.14 -1.45
*
```

Calculated values
Energy above the lowest of the compared OMol25 structures with the same formula, charge and spin = 542.7 kJ/mol
Highest occupied orbital energy = -0.2875 Ha

Record 18
This record from OMol25 describes the molecule C4H8O. The level of theory is ωB97M-V/def2-TZVPD.

The geometry in ORCA input format:
```
! wB97M-V def2-TZVPD RIJCOSX def2/J DEFGRID3
* xyz 0 1
H 0.47 -2.11 0.09
C -0.17 -1.46 -0.60
C -0.18 0.80 -1.62
O 0.55 0.61 0.66
C 0.13 0.06 -0.56
H 0.49 -0.15 2.54
H -0.96 -0.46 1.60
H 0.03 1.92 -1.58
C -0.12 0.29 1.80
H -1.21 -1.69 -0.26
H -0.52 1.20 2.21
H 0.04 -1.98 -1.55
H -0.67 0.25 -2.47
*
```

Calculated values
SMILES = C=C(C)OC
Energy above the lowest of the compared OMol25 structures with the same formula, charge and spin = 172.2 kJ/mol
Highest occupied orbital energy = -0.3286 Ha

Record 19
This record from OMol25 describes the molecule C4H8O. The level of theory is ωB97M-V/def2-TZVPD.

The geometry in ORCA input format:
```
! wB97M-V def2-TZVPD RIJCOSX def2/J DEFGRID3
* xyz 0 1
C -0.29 -0.04 -1.84
H -0.99 0.48 -2.51
C 0.12 0.79 -0.61
H -0.41 1.70 -0.39
C 0.68 0.43 1.05
O 1.38 0.49 -0.14
C -0.20 -0.68 1.56
H 1.24 0.98 1.84
H -1.09 -0.24 2.03
H 0.60 -0.30 -2.45
H -0.55 -1.28 0.72
H 0.26 -1.33 2.31
H -0.76 -0.99 -1.56
*
```

Calculated values
SMILES = C[C@@H]1O[C@@H]1C
Energy above the lowest of the compared OMol25 structures with the same formula, charge and spin = 340.0 kJ/mol
Highest occupied orbital energy = -0.2945 Ha

Record 20
This record from OMol25 describes a cluster of 2 separate species, C4H8O in total. The level of theory is ωB97M-V/def2-TZVPD.

The geometry in ORCA input format:
```
! wB97M-V def2-TZVPD RIJCOSX def2/J DEFGRID3
* xyz 0 1
H -0.02 -0.04 -0.02
H 0.21 -1.05 2.78
C 1.43 -0.04 -3.36
H 1.51 -1.01 1.56
H -2.47 -0.19 1.94
C -0.38 -0.05 1.07
H 1.66 0.65 -4.20
C 0.55 -0.66 1.86
H -2.10 1.07 0.53
H -1.27 1.42 2.11
C -1.72 0.60 1.47
O 0.87 0.42 -2.40
H 1.72 -1.12 -3.35
*
```

Calculated values
SMILES = C=CC.C=O
Energy above the lowest of the compared OMol25 structures with the same formula, charge and spin = 249.0 kJ/mol
Highest occupied orbital energy = -0.3334 Ha